(1)
# C8H13IO7S

A 2-piece molecular cluster, C8H13IO7S overall at a distorted geometry (ωB97M-V with the def2-TZVPD basis set, the OMol25 dataset).

The geometry in XYZ format:
```
30
Properties=species:S:1:pos:R:3:mulliken_charge:R:1
C -1.29 2.13 0.55 -1.139
C -0.87 0.83 1.29 -0.133
C 0.39 0.17 0.64 -0.602
C 0.19 -1.30 0.17 -0.829
C 0.72 -1.54 -1.28 -0.907
C -0.27 -1.96 -2.36 0.268
O 0.54 -1.81 -3.61 -0.404
C 0.36 -0.58 -4.04 0.593
O 1.09 0.05 -4.67 -0.488
O -0.87 -0.08 -3.65 -0.336
C -1.42 -1.10 -2.83 -0.392
I -2.98 -0.50 -1.51 0.039
H -2.34 2.06 0.26 0.168
H -0.74 2.27 -0.38 0.285
H -1.16 3.01 1.18 0.329
H -0.60 1.14 2.32 0.152
H -1.70 0.12 1.35 0.351
H 0.73 0.84 -0.15 0.439
H 1.19 0.17 1.39 0.162
H 0.83 -1.89 0.81 0.363
H -0.82 -1.68 0.33 0.573
H 1.31 -0.68 -1.59 0.396
H 1.43 -2.36 -1.23 0.311
H -0.56 -3.01 -2.40 0.327
H -1.97 -1.74 -3.52 0.458
O 2.78 2.42 5.17 -0.779
S 1.77 1.49 4.59 1.109
O 2.38 0.71 3.47 -0.766
O 0.61 2.26 4.06 -0.756
O 1.30 0.55 5.65 -0.791
```

Results
* total charge: -2
* E: -1535.1700 Eh
* orbital gap: 2.95 eV
* multiplicity: 1



(2)
# C35H39BaBrN5O8Sb

C35H39BaBrN5O8Sb as an isolated structure (ωB97M-V with the def2-TZVPD basis set, the OMol25 dataset).

The geometry in XYZ format:
```
90
Properties=species:S:1:pos:R:3:mulliken_charge:R:1
Ba 0.12 -0.18 0.30 1.736
O 1.48 -1.41 4.41 -0.833
C 0.53 -1.08 3.67 0.361
O 0.05 -1.68 2.70 -0.658
C -0.08 0.29 3.98 0.150
C -0.03 0.86 5.25 -0.624
C -0.60 2.10 5.44 -0.959
C -1.18 2.75 4.36 -0.720
C -1.16 2.12 3.13 0.750
N -0.62 0.92 2.95 0.719
C -1.69 2.72 1.85 0.396
O -2.44 3.83 1.94 -0.502
O -1.45 2.25 0.77 -0.373
H 2.46 -2.22 3.54 0.511
H 0.47 0.32 6.05 0.568
H -0.59 2.58 6.41 0.431
H -1.60 3.75 4.49 0.333
H -2.60 4.06 2.86 0.322
O 3.10 0.75 -3.50 -0.727
C 2.31 0.74 -4.59 0.164
C 2.89 1.05 -5.82 -0.665
C 2.12 1.05 -6.97 -0.354
C 0.77 0.74 -6.92 -0.776
C 0.20 0.42 -5.70 -0.545
C 0.95 0.42 -4.52 0.326
C 0.32 0.09 -3.21 0.722
O 1.04 0.18 -2.16 -0.164
N -0.95 -0.29 -3.26 -1.186
N -1.42 -0.62 -2.02 0.948
C -2.62 -1.04 -1.98 -0.918
C -3.23 -1.47 -0.72 0.586
C -4.54 -1.94 -0.70 -0.970
C -5.09 -2.37 0.50 -0.256
C -4.32 -2.32 1.64 -0.974
C -3.02 -1.84 1.54 -0.380
N -2.48 -1.42 0.40 0.399
H 2.50 0.52 -2.75 0.125
H 3.95 1.29 -5.85 0.457
H 2.59 1.30 -7.92 0.385
H 0.17 0.73 -7.82 0.422
H -0.85 0.17 -5.63 0.465
H -3.21 -1.11 -2.89 0.268
H -5.11 -1.97 -1.62 0.428
H -6.11 -2.73 0.53 0.418
H -4.70 -2.65 2.60 0.435
H -2.36 -1.80 2.41 0.482
Br 0.58 -3.30 -2.92 -0.080
C 1.78 -3.73 -1.53 0.155
C 2.57 -4.87 -1.65 -0.646
C 3.42 -5.18 -0.61 -0.433
C 3.46 -4.34 0.50 -0.635
C 2.66 -3.21 0.49 0.144
N 1.82 -2.91 -0.50 0.323
C 2.67 -2.23 1.63 0.241
O 2.91 -2.77 2.79 -0.510
O 2.44 -1.05 1.42 -0.649
H 2.50 -5.49 -2.53 0.440
H 4.04 -6.06 -0.65 0.427
H 4.09 -4.54 1.35 0.508
C 3.72 5.39 1.57 -1.409
C 2.66 4.32 1.82 0.280
C 1.38 4.93 2.38 -1.256
Sb 2.13 3.00 0.17 0.300
C 4.05 2.70 -0.79 1.083
C 4.64 3.85 -1.58 -1.501
C 5.01 2.15 0.27 -1.359
C 1.07 4.34 -1.17 0.533
C 1.58 5.77 -1.30 -1.445
C 0.97 3.65 -2.53 -1.264
H 3.87 5.98 2.48 0.488
H 3.43 6.09 0.78 0.177
H 4.68 4.96 1.30 0.254
H 3.06 3.62 2.57 0.494
H 0.89 5.59 1.66 0.185
H 1.59 5.52 3.28 0.519
H 0.66 4.16 2.66 0.157
H 3.84 1.89 -1.49 -0.234
H 4.82 4.74 -0.97 0.205
H 4.01 4.13 -2.42 0.259
H 5.61 3.55 -2.00 0.496
H 5.26 2.91 1.02 0.242
H 5.95 1.84 -0.20 0.461
H 4.60 1.29 0.79 0.217
H 0.07 4.37 -0.73 0.393
H 2.61 5.80 -1.66 0.210
H 1.54 6.31 -0.36 0.273
H 0.97 6.32 -2.02 0.489
H 1.95 3.51 -3.00 0.076
H 0.37 4.25 -3.22 0.522
H 0.50 2.67 -2.46 0.149
```

Results
* total charge: 0
* energy above the lowest of the compared OMol25 structures with the same formula, charge and spin: 0.00 kcal/mol
* E: -5072.7823 Eh
* orbital gap: 6.97 eV
* multiplicity: 1



(3)
# C57H51AsAuP3SSi

C57H51AsAuP3SSi as an isolated structure at a distorted geometry (ωB97M-V with the def2-TZVPD basis set, the OMol25 dataset).

The geometry in XYZ format:
```
115
Properties=species:S:1:pos:R:3:mulliken_charge:R:1
Au 1.49 -0.28 0.32 1.145
C -3.14 6.01 1.12 -0.798
C -2.77 5.52 -0.13 -0.843
C -2.20 4.27 -0.24 -0.274
C -2.00 3.48 0.89 0.342
C -2.35 3.98 2.14 -0.531
C -2.92 5.24 2.25 -0.700
P -1.27 1.81 0.70 0.788
C 0.10 2.29 -0.39 1.359
C -0.05 2.41 -1.77 -1.105
C 0.99 2.94 -2.53 -0.777
C 2.18 3.30 -1.92 -1.012
C 2.33 3.19 -0.55 -0.725
C 1.29 2.69 0.22 -0.423
C -2.46 0.86 -0.30 1.086
C -3.68 1.44 -0.67 -0.924
C -4.63 0.70 -1.35 -1.015
C -4.40 -0.64 -1.62 -0.776
C -3.21 -1.22 -1.23 -0.331
C -2.22 -0.49 -0.59 0.130
Si -0.61 -1.37 -0.10 -1.057
C -0.19 -2.63 -1.45 1.077
C -0.13 -4.01 -1.29 -0.790
C 0.09 -4.84 -2.38 -0.893
C 0.31 -4.30 -3.64 -0.998
C 0.32 -2.93 -3.81 -0.381
C 0.07 -2.11 -2.71 -0.448
P 0.05 -0.30 -2.89 1.697
C -1.36 -0.04 -4.01 0.939
C -2.34 -1.01 -4.14 -1.159
C -3.48 -0.76 -4.88 -0.706
C -3.65 0.46 -5.51 -0.812
C -2.66 1.43 -5.41 -1.082
C -1.54 1.20 -4.64 -0.316
C 1.56 -0.01 -3.86 1.109
C 1.62 0.49 -5.16 -0.431
C 2.84 0.64 -5.78 -0.719
C 4.02 0.35 -5.10 -0.869
C 3.97 -0.12 -3.80 -0.602
C 2.75 -0.32 -3.19 0.285
C -0.94 -2.21 1.58 1.286
C -1.64 -3.40 1.68 -0.316
C -1.77 -4.06 2.90 -1.074
C -1.18 -3.53 4.03 -0.987
C -0.54 -2.30 3.96 -1.012
C -0.44 -1.63 2.75 0.553
P 0.15 0.11 2.75 1.749
C -1.23 0.87 3.67 0.597
C -2.54 0.45 3.44 -0.494
C -3.58 1.04 4.14 -0.812
C -3.32 2.06 5.05 -0.707
C -2.03 2.51 5.24 -1.086
C -0.98 1.94 4.54 -1.090
C 1.47 0.16 4.01 1.331
C 1.18 0.09 5.38 -0.520
C 2.21 0.10 6.31 -1.137
C 3.53 0.18 5.89 -0.746
C 3.82 0.27 4.54 -0.765
C 2.80 0.26 3.60 -1.150
H -3.59 6.99 1.20 0.424
H -2.93 6.11 -1.02 0.481
H -1.91 3.91 -1.22 0.385
H -2.18 3.40 3.02 0.491
H -3.19 5.62 3.22 0.468
H -1.00 2.16 -2.23 0.877
H 0.87 3.08 -3.59 0.449
H 2.98 3.69 -2.53 0.485
H 3.25 3.49 -0.08 0.516
H 1.37 2.65 1.30 0.277
H -3.88 2.47 -0.43 0.578
H -5.55 1.17 -1.65 0.503
H -5.15 -1.23 -2.12 0.494
H -3.04 -2.27 -1.43 0.513
H -0.27 -4.44 -0.31 0.615
H 0.08 -5.91 -2.24 0.461
H 0.46 -4.95 -4.49 0.471
H 0.50 -2.49 -4.78 0.609
H -2.22 -1.98 -3.67 0.267
H -4.24 -1.52 -4.96 0.522
H -4.54 0.65 -6.09 0.447
H -2.77 2.37 -5.92 0.493
H -0.80 1.98 -4.53 0.347
H 0.71 0.73 -5.69 0.446
H 2.88 0.99 -6.80 0.470
H 4.97 0.50 -5.59 0.425
H 4.88 -0.34 -3.26 0.480
H 2.69 -0.70 -2.18 -0.539
H -2.11 -3.82 0.81 0.616
H -2.33 -4.98 2.96 0.454
H -1.24 -4.05 4.98 0.467
H -0.11 -1.88 4.85 0.458
H -2.73 -0.34 2.74 0.343
H -4.59 0.70 3.97 0.518
H -4.14 2.50 5.60 0.442
H -1.83 3.32 5.92 0.471
H 0.03 2.31 4.67 0.529
H 0.16 0.07 5.73 0.533
H 1.97 0.04 7.36 0.455
H 4.32 0.22 6.62 0.445
H 4.84 0.36 4.20 0.525
H 3.02 0.36 2.55 0.436
C 5.97 -2.83 0.81 -1.139
As 4.10 -2.37 0.56 1.017
C 3.46 -3.46 -0.90 -0.615
C 3.16 -3.02 2.13 -0.715
S 4.01 -0.28 0.23 -0.550
H 6.06 -3.90 0.98 0.426
H 6.38 -2.29 1.66 0.383
H 6.53 -2.55 -0.09 0.399
H 3.75 -4.49 -0.71 0.561
H 3.92 -3.13 -1.84 0.356
H 2.37 -3.41 -1.00 -0.117
H 3.42 -4.07 2.25 0.557
H 2.08 -2.93 1.98 -0.076
H 3.46 -2.46 3.02 0.286
```

Results
* total charge: +2
* energy above the lowest of the compared OMol25 structures with the same formula, charge and spin: 45.33 kcal/mol
* E: -6285.4102 Eh
* orbital gap (alpha / beta): 4.61 / 4.57 eV
* multiplicity: 1



(4)
# C4H6N2OS

One molecule with the formula C4H6N2OS at a distorted geometry (ωB97M-V with the def2-TZVPD basis set, the OMol25 dataset).

The geometry in XYZ format:
```
14
Properties=species:S:1:pos:R:3:mulliken_charge:R:1
N 2.36 0.03 1.53 -0.475
N 1.20 -0.66 1.38 -0.302
C 0.26 -0.17 0.66 0.376
C -0.91 -1.06 0.32 -0.226
O -1.20 -0.98 -1.08 -0.376
C -1.27 0.20 -1.71 -0.058
C -0.91 1.35 -1.13 -0.363
S 0.18 1.57 0.19 -0.149
H 2.62 0.73 0.84 0.204
H 3.11 -0.58 1.82 0.234
H -1.78 -0.74 0.91 0.238
H -0.64 -2.11 0.51 0.219
H -1.73 0.16 -2.70 0.377
H -1.29 2.27 -1.55 0.301
```

Results
* total charge: 0
* energy above the lowest of the compared OMol25 structures with the same formula, charge and spin: 77.80 kcal/mol
* E: -738.8807 Eh
* SMILES: N/N=C1/COC=CS1
* orbital gap: 8.61 eV
* multiplicity: 1



(5)
# C8H15F2N2O

An isolated ion of composition C8H15F2N2O and charge +1 at a distorted geometry (ωB97M-V with the def2-TZVPD basis set, the OMol25 dataset).

The geometry in XYZ format:
```
28
Properties=species:S:1:pos:R:3:mulliken_charge:R:1
C 0.49 -1.87 -1.38 -0.954
C 0.33 -1.33 0.16 0.316
C 0.65 -2.45 1.14 -1.356
N -1.08 -0.89 0.45 -0.128
C -1.58 0.32 0.49 0.586
N -2.90 0.54 0.58 -0.383
O -0.90 1.39 0.30 -0.419
C 0.55 1.39 -0.13 0.916
C 0.69 1.55 -1.72 -1.589
C 1.16 2.74 0.50 -1.396
C 1.16 0.15 0.53 0.759
F 2.45 0.03 0.31 -0.305
F 0.92 0.33 1.86 -0.342
H -0.34 -2.66 -1.48 0.363
H 1.56 -2.21 -1.49 0.337
H 0.11 -1.00 -1.99 0.197
H 1.72 -2.49 0.95 0.422
H 0.04 -3.32 0.70 0.368
H 0.25 -2.20 2.13 0.379
H -1.81 -1.61 0.51 0.332
H -3.45 -0.29 0.74 0.198
H -3.20 1.38 1.02 0.289
H 0.41 2.60 -2.02 0.418
H -0.01 0.96 -2.20 0.424
H 1.69 1.29 -2.00 0.380
H 0.99 3.44 -0.29 0.413
H 2.25 2.57 0.49 0.397
H 0.61 2.96 1.38 0.377
```

Results
* total charge: +1
* energy above the lowest of the compared OMol25 structures with the same formula, charge and spin: 0.00 kcal/mol
* E: -698.0560 Eh
* SMILES: CC1(C)NC(=[NH2+])OC(C)(C)C1(F)F
* orbital gap: 11.75 eV
* multiplicity: 1